# C4H5AuO5

A molecular structure, C4H5AuO5 in a non-equilibrium geometry (the ωB97M-V functional and the def2-TZVPD basis, the Open Molecules 2025 dataset).

As for the expectation value of S²: 3.767. Its charge is +3. The calculation puts the HOMO energy (spin up / spin down) at -26.2 / -26.4 eV. The HOMO-LUMO gap (spin up / spin down) comes out at 10.526 / 6.632 eV. As for the spin multiplicity: 4.

```
15
Properties=species:S:1:pos:R:3:forces:R:3
O -0.990358 -0.124447 -0.816469 0.45 -2.17 0.53
C -0.448616 1.013068 -1.252430 5.44 2.10 2.25
O -1.256811 1.869356 -1.620235 2.70 2.39 -1.85
O 0.781194 1.257148 -0.990185 -1.37 0.22 -0.79
Au -2.749910 0.824902 -1.253642 -8.51 -1.01 -0.37
C 1.535596 0.320996 -0.166278 -0.89 -1.45 -1.12
C 0.762006 -0.076593 1.064632 1.44 0.79 0.96
H 1.788717 -0.533845 -0.804168 0.29 0.20 0.02
H 2.440539 0.867942 0.110983 0.30 0.06 0.42
H 0.584181 0.775274 1.730287 -0.59 -0.16 0.04
H 1.240413 -0.892833 1.615751 -0.15 -0.15 0.02
O -1.735488 -0.169854 1.338317 -0.29 0.83 0.69
C -0.806133 -0.707988 0.624040 0.28 -2.04 -1.32
O -0.924375 -2.014581 0.477458 0.21 1.27 0.75
H -0.220954 -2.408547 -0.058061 0.67 -0.86 -0.22
```
Forces are in eV/Å.



# C13H19ILaN5O

A molecular structure, C13H19ILaN5O in a non-equilibrium geometry (the ωB97M-V functional and the def2-TZVPD basis, the Open Molecules 2025 dataset).

For the energy above the lowest of the compared OMol25 structures with the same formula, charge and spin, the calculation gives 0.000 eV. Its charge is -2. The calculation puts the HOMO energy (spin up / spin down) at 0.8 / 2.4 eV. The HOMO-LUMO gap (spin up / spin down) comes out at 3.841 / 2.145 eV.

```
40
Properties=species:S:1:pos:R:3:forces:R:3
C -0.650782 1.022103 -3.209216 -0.09 -0.98 -1.54
I 3.286748 -1.068483 -1.325905 2.18 -0.45 -0.26
H -1.582220 0.671174 -3.705035 -0.17 -0.30 0.20
H 0.079820 0.500152 -3.866146 0.42 0.04 0.02
H -0.615987 2.055735 -3.586793 0.31 0.05 0.52
C -1.231067 3.419819 1.578086 -0.68 0.22 -0.10
C -2.237804 3.261219 0.706872 0.14 0.26 0.80
N -1.767325 2.522707 -0.332162 -1.90 -0.15 -0.82
C -0.458874 2.132287 -0.101239 0.21 0.87 -1.65
N -0.149207 2.769308 1.067856 1.57 0.60 1.52
H -1.168238 4.004917 2.461952 -0.03 0.20 0.56
H -3.222253 3.652028 0.726577 -0.66 0.14 0.03
C 1.956560 -3.771879 1.280851 -0.56 0.24 0.50
C 0.388264 -2.267061 0.570882 2.71 -3.05 -0.61
N 1.365801 -2.521166 1.497862 0.12 -0.78 -0.95
H 1.288622 -5.374469 -0.073036 0.11 0.02 -0.04
N 0.302944 -3.452776 -0.114964 0.59 0.07 1.25
H 2.831124 -4.124650 1.791861 -0.01 0.08 0.30
La 0.458986 -0.535317 -1.254587 -3.05 3.35 -0.26
C 0.486015 2.207835 -1.233552 1.42 -5.44 0.40
O 1.129356 3.079774 -1.737150 0.48 3.01 -0.20
C 1.241342 -4.379007 0.332178 -0.50 -0.11 -0.58
C -0.557788 -3.678346 -1.239870 -0.73 -0.34 -0.21
H -1.598290 -3.704303 -0.893749 0.05 0.08 -0.31
H -0.297889 -4.662246 -1.639267 -0.15 0.20 -0.32
H -0.463858 -2.925060 -2.069912 0.02 -0.65 0.45
C 2.130715 -1.483754 2.117415 0.88 1.30 0.16
H 2.965582 -1.947240 2.661353 -0.18 0.14 -0.17
H 1.570023 -0.856557 2.815972 -0.29 -0.30 -0.22
H 2.552935 -0.831568 1.309970 -0.19 -0.43 0.89
C 1.038501 2.556602 1.833998 0.41 -0.10 0.75
H 1.002462 3.316780 2.641787 0.40 -0.33 -0.40
H 1.963556 2.679448 1.229453 -0.61 -0.06 0.35
H 1.033368 1.560587 2.346338 0.02 0.48 -0.54
C -2.617842 1.899957 -1.282183 -0.96 -0.89 -1.44
H -2.043278 1.658124 -2.188049 -0.23 0.26 0.77
H -3.425971 2.561859 -1.652789 0.19 -0.13 0.71
H -3.038983 0.888816 -0.991326 0.22 1.00 0.26
N -1.116160 -0.271594 2.320342 0.78 -0.99 -1.55
C -0.828927 -0.565757 1.205306 -2.24 2.88 1.75
```
Forces are in eV/Å.



# H2IO

2 unconnected molecules or ions with the total composition H2IO in a non-equilibrium geometry (the ωB97M-V functional and the def2-TZVPD basis, the Open Molecules 2025 dataset).

For the energy above the lowest of the compared OMol25 structures with the same formula, charge and spin, the calculation gives 0.370 eV. Its charge is -1. The calculation puts the HOMO energy at -3.3 eV. The HOMO-LUMO gap comes out at 6.528 eV.

```
4
Properties=species:S:1:pos:R:3:forces:R:3
O 0.562248 -1.749492 -0.322948 0.26 0.79 0.81
H 0.241208 -0.821502 -0.386378 0.31 -0.90 0.12
H 1.063327 -1.781301 0.523322 -0.59 0.14 -0.93
I -1.866782 4.352296 0.186002 0.02 -0.04 0.00
```
Forces are in eV/Å.



# C20H26N4O5S

A single C20H26N4O5S molecule in a non-equilibrium geometry (the ωB97M-V functional and the def2-TZVPD basis, the Open Molecules 2025 dataset).

For the energy above the lowest of the compared OMol25 structures with the same formula, charge and spin, the calculation gives 1.517 eV. Its SMILES is Cc1ccc(C)c(S(=O)(=O)N2CCN(CC(=O)NC(=O)NCc3ccco3)CC2)c1. Its charge is 0. The calculation puts the HOMO energy at -8.5 eV. The HOMO-LUMO gap comes out at 9.045 eV.

```
56
Properties=species:S:1:pos:R:3:forces:R:3
C 4.908849 -4.554061 -2.637390 0.01 -0.02 0.02
C 4.749067 -3.935066 -1.284090 -0.11 0.23 0.07
C 5.228363 -4.579753 -0.145524 -0.06 0.12 0.09
C 5.085780 -4.010468 1.102008 -0.03 0.03 -0.12
C 4.458020 -2.775402 1.279928 -0.01 0.10 0.13
C 4.330369 -2.217210 2.662941 -0.02 0.09 0.15
C 3.982829 -2.143129 0.140618 -0.20 0.38 0.11
S 3.101817 -0.579099 0.070753 -0.36 -0.30 -0.08
O 3.539723 0.139281 -1.088568 -0.02 -0.07 -0.23
O 3.123390 0.129709 1.325103 0.05 -0.25 -0.06
N 1.561117 -1.169769 -0.282088 0.98 0.26 0.04
C 0.897012 -1.781972 0.851207 -0.18 -0.03 0.50
C 0.224124 -0.731284 1.745000 0.16 -0.19 0.11
N -0.678196 0.136372 1.006093 -0.11 -0.11 0.10
C -1.936299 -0.471731 0.619610 0.05 0.00 -0.07
C -3.037123 0.575288 0.473159 0.12 -0.09 0.01
O -4.021036 0.383089 -0.213456 -0.19 -0.23 -0.20
N -2.807580 1.690848 1.205959 0.22 0.32 0.26
C -3.580836 2.871408 1.313684 -0.10 -0.51 -0.10
O -3.150458 3.804369 1.949742 0.23 0.42 0.22
N -4.773674 2.811949 0.702762 -0.39 -0.20 -0.20
C -5.638592 3.972065 0.616973 0.00 0.05 -0.11
C -5.615871 4.572172 -0.751297 0.73 0.47 0.23
C -4.678256 5.332141 -1.387363 -0.42 -0.32 0.43
C -5.178643 5.568100 -2.690914 -0.48 -0.23 -0.17
C -6.379017 4.931939 -2.749409 0.49 0.48 -0.57
O -6.650989 4.323677 -1.583524 -0.31 -0.29 0.30
C 0.032037 0.760121 -0.104953 0.09 -0.04 -0.23
C 0.708581 -0.262159 -1.026907 -0.15 0.52 -0.20
C 4.124344 -2.711168 -1.115302 0.18 -0.29 -0.26
H 4.514916 -3.900115 -3.409856 -0.01 0.00 -0.11
H 5.960598 -4.745974 -2.843725 0.05 -0.02 -0.09
H 4.382646 -5.506810 -2.682530 -0.03 -0.06 -0.08
H 5.721544 -5.535998 -0.244863 0.06 -0.11 0.00
H 5.468020 -4.524876 1.971900 0.04 -0.03 0.10
H 5.298225 -2.238269 3.160855 0.04 -0.01 0.06
H 3.645033 -2.829015 3.250659 -0.03 -0.03 0.07
H 3.964609 -1.196945 2.640826 0.07 -0.10 0.21
H 0.157969 -2.492664 0.464335 0.11 -0.02 0.03
H 1.651264 -2.333628 1.413019 -0.14 -0.19 0.12
H 1.003582 -0.097696 2.176119 -0.12 -0.13 0.06
H -0.326831 -1.216601 2.553382 0.03 0.01 0.01
H -1.905142 -1.052849 -0.312330 -0.11 0.08 0.08
H -2.262950 -1.148372 1.415741 0.01 0.00 -0.06
H -1.914937 1.713487 1.693141 -0.14 0.03 -0.10
H -4.976089 1.996962 0.131284 0.15 0.04 0.13
H -5.271399 4.693095 1.351917 -0.17 -0.09 -0.11
H -6.661688 3.674689 0.862317 0.09 0.11 0.06
H -3.754664 5.679781 -0.972470 0.20 0.05 0.17
H -4.708916 6.133187 -3.469416 0.03 0.10 -0.21
H -7.107296 4.843012 -3.530788 -0.16 -0.07 -0.03
H 0.804457 1.405084 0.323677 -0.07 0.08 -0.08
H -0.667893 1.374708 -0.674793 0.05 0.08 0.00
H -0.032563 -0.862295 -1.565409 0.10 0.01 0.01
H 1.346623 0.245387 -1.749788 -0.23 0.02 -0.13
H 3.742030 -2.157541 -1.957964 -0.01 -0.07 -0.23
```
Forces are in eV/Å.



What is the formula in the first record? C4H5AuO5



Which value of charge does entry 4 give? 0